Formula: C45H114N6O15
Source: OMol25
Level of theory: ωB97M-V with the def2-TZVPD basis set

Cartesian coordinates (Å):
C 7.5016 3.7859 22.1537
C 6.4416 4.2815 21.1020
C 6.5612 5.8005 20.8806
O 6.6903 3.5591 19.9006
H 7.3854 4.1916 23.1587
H 8.4918 4.1452 21.8734
H 7.5626 2.6978 22.1706
H 5.4024 4.1438 21.4006
H 7.4652 6.0343 20.3182
H 6.6711 6.3199 21.8326
H 5.7209 6.2502 20.3517
H 6.1755 4.0321 19.2428
C 11.3921 -2.3867 21.5430
C 10.4493 -1.3361 20.8572
C 9.4976 -1.8992 19.8184
O 9.7321 -0.4908 21.6869
H 12.0812 -2.0026 22.2951
H 12.0475 -2.7659 20.7589
H 10.6368 -3.0565 21.9541
H 11.1268 -0.6187 20.3942
H 9.0594 -2.7658 20.3135
H 10.0196 -2.1983 18.9095
H 8.6837 -1.2504 19.4945
H 9.1536 -1.0414 22.2195
C 11.5878 2.4073 17.7920
C 10.2128 1.9138 18.2092
C 9.6512 2.3955 19.5435
O 9.3394 2.3914 17.2640
H 11.9885 2.1200 16.8198
H 12.3106 2.0049 18.5016
H 11.6010 3.4925 17.8934
H 10.1985 0.8255 18.1499
H 8.7305 1.9312 19.8966
H 9.4807 3.4721 19.5483
H 10.3772 2.1755 20.3262
H 9.1696 3.3279 17.3895
C 10.0557 6.1533 16.9377
O 8.9835 5.3322 16.6237
C 7.7907 5.5881 17.4293
C 6.7070 4.6321 16.9550
N 5.4940 4.9658 17.6690
C 4.3228 4.1450 17.2913
C 3.0409 4.4379 18.0860
O 3.2122 4.1332 19.4935
C 2.2694 4.6985 20.3616
H 10.3287 6.3046 17.9821
H 9.8325 7.1653 16.5998
H 10.9299 5.8363 16.3691
H 7.5026 6.6281 17.2759
H 8.1130 5.3516 18.4434
H 6.9500 3.5711 16.8970
H 6.5792 4.8376 15.8922
H 5.3616 5.9596 17.5469
H 4.5574 3.0867 17.4054
H 4.0978 4.2999 16.2360
H 2.1749 3.9004 17.6997
H 2.8550 5.4946 17.8938
H 2.5893 4.4390 21.3707
H 1.2384 4.3811 20.2055
H 2.1273 5.7775 20.3015
C 8.0819 -9.4538 14.2941
O 8.4706 -8.3020 13.5516
C 9.3491 -7.5024 14.2847
C 9.7369 -6.2342 13.4998
N 10.2095 -5.1822 14.3713
C 10.4108 -3.9666 13.6063
C 11.0322 -2.9091 14.5704
O 10.0526 -2.4542 15.5321
C 10.4989 -1.2776 16.1737
H 7.4616 -10.1306 13.7064
H 7.4330 -9.1935 15.1302
H 8.9067 -10.0514 14.6825
H 10.2312 -8.0062 14.6799
H 8.8711 -7.2128 15.2205
H 8.8312 -6.0094 12.9366
H 10.5787 -6.4925 12.8574
H 9.4845 -4.9533 15.0362
H 9.4923 -3.6771 13.0957
H 11.1424 -4.0967 12.8089
H 11.3348 -2.0862 13.9227
H 11.9200 -3.3870 14.9844
H 9.6686 -0.9956 16.8212
H 10.7595 -0.4623 15.4988
H 11.3815 -1.5219 16.7648
C 13.8243 4.4778 12.1064
O 12.7463 4.6262 13.0223
C 12.1634 3.4853 13.5615
C 11.3896 2.5911 12.6216
N 9.9945 2.8909 12.3846
C 9.1488 2.7216 13.5436
C 7.6376 2.8842 13.0939
O 7.3961 4.2465 12.7667
C 6.0258 4.6587 12.8007
H 14.7307 4.0412 12.5258
H 14.2918 5.3951 11.7483
H 13.6239 3.8333 11.2505
H 11.5231 3.7908 14.3890
H 12.9514 2.9164 14.0550
H 11.4960 1.5878 13.0342
H 11.8625 2.5790 11.6397
H 9.9234 3.8632 12.1209
H 9.2711 3.4784 14.3184
H 9.2007 1.7436 14.0220
H 6.9365 2.5417 13.8551
H 7.4848 2.2365 12.2307
H 5.6665 4.5691 13.8258
H 5.3921 4.1108 12.1033
H 5.9839 5.7074 12.5064
C 12.2840 1.4694 23.1268
O 12.7195 1.6429 24.4531
C 12.4593 2.9005 25.0807
C 12.2552 2.7738 26.6097
N 13.5181 2.3289 27.2090
C 13.3090 2.1279 28.6597
C 14.5951 1.4590 29.2678
O 15.1370 0.3827 28.4331
C 14.2177 -0.6863 28.2721
H 12.4233 0.4617 22.7353
H 12.7552 2.1786 22.4464
H 11.2214 1.6984 23.0450
H 11.5817 3.3449 24.6112
H 13.2544 3.5721 24.7569
H 11.4383 2.0924 26.8470
H 12.0448 3.7513 27.0437
H 13.7630 1.4579 26.7603
H 12.4928 1.4205 28.8066
H 13.0796 3.0771 29.1439
H 14.4243 1.0786 30.2749
H 15.2967 2.2914 29.3207
H 13.8048 -1.1072 29.1888
H 14.8159 -1.4124 27.7217
H 13.4614 -0.4798 27.5148
C 6.0146 -6.4473 14.0355
O 4.9364 -5.7728 14.6048
C 4.5095 -4.5968 13.9548
C 5.5026 -3.4541 13.7835
N 5.7801 -2.7990 15.0940
C 6.4922 -1.5075 14.9762
C 6.9274 -0.8290 16.2771
O 5.8203 -0.3648 17.0257
C 6.0978 0.5694 18.0683
H 5.9201 -6.7392 12.9896
H 6.1465 -7.4114 14.5267
H 6.9312 -5.8649 14.1285
H 3.6329 -4.1931 14.4614
H 4.2148 -4.8317 12.9321
H 5.0601 -2.7533 13.0756
H 6.4319 -3.7171 13.2781
H 4.8849 -2.6257 15.5283
H 5.8749 -0.7828 14.4453
H 7.3614 -1.6727 14.3395
H 7.6601 -0.0302 16.1616
H 7.5066 -1.5478 16.8567
H 6.6127 1.4053 17.5945
H 6.6964 0.1449 18.8742
H 5.1415 0.9308 18.4465
C 16.4395 3.1765 15.5250
O 16.4677 3.3645 16.9599
C 15.3522 4.0988 17.3166
C 15.1624 4.0422 18.8120
N 13.9894 4.8194 19.2334
C 13.6796 4.5757 20.6341
C 12.3781 5.2709 21.0398
O 11.9181 4.9358 22.3257
C 11.1621 5.9747 22.8827
H 17.3458 2.6998 15.1515
H 16.1889 4.0792 14.9679
H 15.7208 2.4491 15.1474
H 14.4505 3.6204 16.9342
H 15.3318 5.1395 16.9931
H 16.0084 4.3920 19.4037
H 15.1603 3.0270 19.2089
H 14.2003 5.7811 19.0083
H 14.4654 4.8476 21.3389
H 13.5527 3.5076 20.8109
H 11.5890 5.0900 20.3098
H 12.5572 6.3451 20.9950
H 10.6138 5.6056 23.7495
H 10.4032 6.2978 22.1702
H 11.7382 6.8726 23.1063

Values from the calculation:
⟨S²⟩: 0.755
DFT total energy, eV: -88147.859
2S+1: 2
Frontier orbital gap (spin up / spin down), eV: 7.49 / 2.01
F_max, Eh/bohr: 0.08621
Charge: +1



Formula: C45H118N4O25
Source: OMol25
Level of theory: ωB97M-V with the def2-TZVPD basis set

Cartesian coordinates (Å):
C -20.8386 -12.1334 5.4121
O -21.7707 -13.1795 5.6552
C -21.8777 -13.5351 7.0077
C -23.0807 -14.4931 7.2149
N -24.1832 -14.2102 6.3139
C -25.0259 -15.3594 5.9736
C -24.3444 -16.4656 5.1460
O -24.0988 -16.1676 3.7947
C -23.0086 -15.3106 3.5809
H -19.8440 -12.3175 5.8272
H -21.2656 -11.2499 5.8982
H -20.7367 -11.9562 4.3440
H -21.9303 -12.6486 7.6587
H -20.9981 -13.9774 7.5008
H -23.3435 -14.2192 8.2408
H -22.7794 -15.5381 7.1636
H -23.9593 -13.6645 5.5052
H -25.8514 -14.9901 5.3584
H -25.5039 -15.8138 6.8436
H -25.0482 -17.2944 5.2673
H -23.3603 -16.7168 5.5641
H -23.1693 -14.2738 3.8591
H -22.7685 -15.3712 2.5140
H -22.0241 -15.6116 3.9669
C -13.8131 -12.7707 3.9854
O -12.4862 -13.2900 3.9218
C -11.5142 -12.5528 3.2287
C -10.2090 -13.3249 3.1542
N -9.4320 -13.6247 4.3406
C -9.7742 -14.9381 4.9559
C -10.6620 -14.7393 6.1935
O -10.0062 -13.8279 7.0642
C -10.9041 -13.1697 7.9742
H -14.4623 -13.4823 3.4690
H -13.8668 -11.8849 3.3439
H -14.1066 -12.5916 5.0159
H -11.2420 -11.6890 3.8712
H -11.8054 -12.0765 2.2857
H -9.6336 -12.6315 2.5194
H -10.3625 -14.2286 2.5577
H -9.7433 -12.9828 5.0693
H -8.8496 -15.4298 5.2831
H -10.1264 -15.6689 4.2273
H -10.8349 -15.6346 6.8002
H -11.6147 -14.4027 5.7772
H -11.8203 -12.9368 7.4290
H -10.3950 -12.2229 8.1534
H -11.0296 -13.7646 8.8769
C -13.4743 -9.8745 -0.2996
O -14.1831 -8.6603 -0.2931
C -14.0939 -7.8720 -1.4675
C -14.9033 -8.3943 -2.6283
N -16.2744 -8.8919 -2.3449
C -17.0954 -7.6959 -1.9869
C -18.4836 -8.1373 -1.4764
O -18.5230 -8.2949 -0.0833
C -19.6675 -9.0259 0.3279
H -13.5621 -10.4558 -1.2248
H -13.9046 -10.4616 0.5166
H -12.4052 -9.8216 -0.0663
H -13.0666 -7.6680 -1.7896
H -14.4268 -6.9128 -1.0534
H -14.3127 -9.2880 -2.8737
H -14.9171 -7.7446 -3.5012
H -16.1263 -9.3993 -1.4705
H -17.3171 -7.0642 -2.8506
H -16.5564 -7.0258 -1.3117
H -18.6884 -9.0538 -2.0362
H -19.0874 -7.3039 -1.8530
H -20.5458 -8.3763 0.2891
H -19.5715 -9.4056 1.3422
H -19.8896 -9.8293 -0.3763
C -19.6404 -15.2467 1.0335
C -19.0231 -13.8994 0.5829
C -18.3624 -13.3480 1.8643
C -17.3560 -12.2777 1.5116
C -16.2393 -12.8370 0.6705
C -16.7274 -13.4103 -0.6841
N -17.9065 -14.2714 -0.3547
O -18.4742 -14.7713 -1.5553
C -17.0015 -12.2051 -1.5943
C -15.6151 -14.3000 -1.2050
C -20.0573 -13.0008 -0.0870
H -18.9530 -16.0687 0.8541
H -20.5236 -15.3835 0.3977
H -20.0450 -15.2275 2.0453
H -19.1202 -12.8806 2.5006
H -17.9079 -14.1638 2.4264
H -17.0842 -11.8707 2.4922
H -17.7997 -11.4454 0.9579
H -15.6057 -13.5938 1.1465
H -15.5357 -12.0272 0.4472
H -17.6691 -11.3913 -1.3108
H -16.0883 -11.7152 -1.9369
H -17.4536 -12.6738 -2.4772
H -14.5948 -13.9111 -1.2080
H -15.4228 -15.2270 -0.6492
H -15.9290 -14.6627 -2.1900
H -20.9514 -12.9840 0.5409
H -20.3550 -13.3911 -1.0563
H -19.7398 -11.9659 -0.1780
H -17.9153 -15.5227 -1.7850
C -11.6632 -13.0045 -0.7885
C -11.2721 -14.4463 -0.4484
O -10.3318 -15.0148 -1.3485
O -10.7391 -11.9868 -0.4969
H -12.5459 -12.9145 -0.1399
H -12.0796 -12.8838 -1.7921
H -12.1705 -15.0481 -0.3198
H -10.7777 -14.4266 0.5269
H -9.7164 -14.3664 -1.6942
H -10.2081 -11.7780 -1.2699
C -18.1324 -9.2948 -5.3358
C -18.5215 -9.9244 -6.6412
O -17.4674 -10.4778 -7.4109
O -17.5231 -10.2314 -4.4430
H -18.8592 -8.6702 -4.8120
H -17.3267 -8.5897 -5.6006
H -19.2851 -9.4286 -7.2475
H -19.2066 -10.7619 -6.4026
H -17.3457 -11.3545 -7.0389
H -17.3010 -9.7332 -3.6277
C -21.5577 -12.7849 -3.6923
C -21.8439 -12.1477 -5.0415
O -21.7477 -13.0920 -6.1242
O -20.2536 -13.3613 -3.8390
H -22.1725 -13.6704 -3.4844
H -21.7267 -12.0825 -2.8702
H -21.2018 -11.2853 -5.2495
H -22.8486 -11.7142 -5.0693
H -21.1234 -13.7157 -5.7135
H -20.0047 -13.7794 -3.0041
C -15.0072 -17.1388 1.5669
C -15.2533 -18.3136 0.6525
O -13.9974 -18.8726 0.2761
O -14.7004 -17.5914 2.8786
H -15.8463 -16.4348 1.5744
H -14.2215 -16.4249 1.2833
H -15.8014 -17.9637 -0.2303
H -15.7976 -19.1184 1.1480
H -14.0482 -19.7953 0.0248
H -13.8412 -18.0185 2.9214
C -14.8153 -11.7175 -4.8133
C -13.3597 -11.4938 -5.2034
O -12.5076 -11.8915 -4.1308
O -15.1532 -13.0888 -5.0496
H -15.3787 -11.1708 -5.5795
H -15.0967 -11.2583 -3.8679
H -13.2163 -10.4500 -5.4961
H -13.0345 -12.0057 -6.1152
H -12.6094 -12.8399 -4.0052
H -15.9980 -13.1131 -5.4995
C -19.5605 -19.3476 2.6590
C -20.9355 -18.7821 2.6124
O -21.9108 -19.6961 2.1168
O -19.5121 -20.3880 3.5958
H -18.9099 -18.4733 2.8311
H -19.1925 -19.6598 1.6728
H -21.0049 -17.8108 2.1186
H -21.2032 -18.5276 3.6480
H -22.1758 -20.2206 2.8769
H -18.9630 -21.1203 3.3163
C -23.9043 -9.5946 0.6152
C -23.8697 -11.0959 0.5844
O -24.4838 -11.6079 -0.5945
O -22.9706 -8.8625 -0.1714
H -23.5498 -9.3278 1.6232
H -24.9035 -9.1508 0.6691
H -24.4612 -11.4164 1.4474
H -22.8383 -11.4179 0.7155
H -25.4247 -11.7240 -0.4531
H -22.9561 -9.2060 -1.0733
C -16.8055 -15.9496 5.5673
C -18.1198 -16.6862 5.3065
O -19.0536 -15.6431 4.9766
O -16.3025 -15.1381 4.4862
H -16.0016 -16.6921 5.6401
H -16.8296 -15.4117 6.5126
H -18.4084 -17.0953 6.2766
H -18.0533 -17.3935 4.4783
H -18.5139 -14.9143 4.6486
H -15.6563 -15.6657 4.0090
C -16.1071 -8.4970 2.7623
C -15.0370 -8.3264 3.7822
O -15.1763 -9.2660 4.8625
O -16.0646 -7.3984 1.8374
H -17.1017 -8.5788 3.2235
H -16.1072 -9.3636 2.0928
H -14.9783 -7.3411 4.2505
H -14.0529 -8.4727 3.3315
H -15.8677 -8.8972 5.4211
H -16.6359 -7.5536 1.0789

Values from the calculation:
DFT total energy, eV: -105712.877
ΔE to the lowest compared entry with this formula, charge and spin, eV: 2.659
Frontier orbital gap, eV: 8.46
F_max, Eh/bohr: 0.06442
Charge: 0